1.
Entry from OMol25: a 15-piece molecular cluster, H30O15 overall (wB97M-V/def2-TZVPD).

Geometry as XYZ:
```
45
Properties=species:S:1:pos:R:3:forces:R:3
H -0.406 0.964 -0.963 -0.12 -0.11 -0.08
H -0.544 0.525 0.485 -0.39 0.32 0.03
H 3.201 3.451 -1.736 -0.16 0.09 0.09
H 2.496 2.127 -1.984 -0.26 0.29 0.13
H 2.624 0.924 -3.838 0.04 -0.06 -0.27
H 3.702 1.900 -3.397 0.02 -0.01 -0.34
H 4.487 0.962 0.158 -0.03 0.06 -0.02
H 3.745 -0.328 -0.152 -0.01 0.21 -0.28
H -1.553 -3.384 -1.084 -0.04 0.01 -0.10
H -0.804 -2.952 -2.335 -0.12 -0.06 0.14
H 0.553 3.937 2.615 -0.03 -0.11 0.01
H 1.155 3.647 1.250 0.01 0.01 -0.05
H -4.411 -0.183 -2.327 0.11 -0.10 0.05
H -4.305 -1.265 -1.266 0.30 0.07 0.05
H 1.391 -2.904 -2.513 0.03 0.03 0.09
H 1.768 -3.775 -1.326 -0.12 -0.06 -0.31
H 0.716 -2.023 3.407 0.04 0.41 0.15
H 1.793 -0.951 3.464 -0.19 -0.44 0.57
H 1.110 -0.061 2.101 -0.49 0.16 -0.42
H -0.137 -0.750 1.573 -0.02 0.20 -0.39
H -3.591 2.548 0.214 0.17 -0.04 -0.05
H -2.698 2.640 1.440 0.00 -0.15 -0.05
H -1.779 -1.357 0.361 -0.17 0.06 -0.38
H -2.457 -1.239 1.716 0.01 0.21 -0.28
H -2.556 -2.824 2.872 -0.01 -0.11 0.02
H -1.301 -3.673 3.001 -0.04 0.03 0.00
H 1.823 -2.803 0.340 -0.14 0.10 0.22
H 2.754 -1.656 0.695 -0.15 -0.18 0.19
H -1.311 4.084 0.417 0.27 -0.17 -0.15
H -0.292 3.260 -0.353 -0.23 0.13 -0.01
O -0.675 0.216 -0.418 1.01 0.53 -0.67
O 2.337 3.077 -1.943 -0.10 0.65 1.40
O 2.893 1.846 -3.918 0.40 -0.98 -0.83
O 3.684 0.628 -0.259 0.15 -0.10 0.10
O -1.308 -2.602 -1.591 0.06 -0.17 0.14
O 0.416 3.408 1.821 0.23 0.10 0.29
O -4.135 -1.097 -2.199 -0.35 0.08 -0.10
O 1.434 -3.824 -2.229 0.17 -0.02 -0.01
O 0.962 -1.217 3.875 3.61 -3.72 6.42
O 0.241 -0.373 2.375 -3.00 3.42 -5.97
O -3.074 2.005 0.820 -0.33 0.19 0.27
O -2.453 -0.855 0.832 -0.60 -0.52 0.68
O -1.716 -3.010 2.437 0.13 -0.37 0.24
O 1.828 -1.856 0.517 0.39 -0.17 -0.18
O -1.082 3.799 -0.475 -0.05 0.29 -0.33
```
Forces are in eV/Å.

Calculated values
LUMO, eV: -0.7
Net charge: 0
Orbital gap, eV: 7.32
Highest occupied orbital energy, Ha: -0.2938



2.
Entry from OMol25: a 2-piece molecular cluster, C4H6N2O2 overall (wB97M-V/def2-TZVPD).

Geometry as XYZ:
```
14
Properties=species:S:1:pos:R:3:forces:R:3
C -1.321 0.305 0.137 1.01 -3.21 0.73
C 0.059 0.355 0.267 -0.02 2.21 0.83
C 0.445 0.791 1.583 -2.70 0.41 0.53
C 0.883 0.247 -0.842 -0.78 -2.00 -3.16
H -2.878 -0.597 -0.586 2.01 0.87 -1.55
H -1.486 -0.482 -1.855 -0.89 1.21 2.70
H -1.872 0.047 1.070 0.34 1.55 -0.72
H 1.462 1.475 1.592 -2.28 -1.77 1.15
H 2.829 -1.004 -1.014 -1.97 2.50 0.54
H 1.823 -1.681 0.602 0.96 3.46 -2.27
N -1.932 -0.187 -0.895 -3.37 -1.95 -2.71
N 2.264 -0.243 -0.438 -0.88 -4.30 0.54
O -0.555 0.600 2.346 4.80 1.62 1.54
O 0.280 0.372 -1.967 3.78 -0.59 1.84
```
Forces are in eV/Å.

Calculated values
LUMO, eV: -1.5
Net charge: 0
Orbital gap, eV: 7.12
Highest occupied orbital energy, Ha: -0.3169



3.
Entry from OMol25: C3H2O4S2 as an isolated structure (wB97M-V/def2-TZVPD).

Geometry as XYZ:
```
11
Properties=species:S:1:pos:R:3:forces:R:3
C -1.761 2.295 -1.585 -1.23 1.50 -1.11
C 1.196 0.942 0.066 -0.25 0.59 1.21
C 1.679 1.377 -0.953 0.80 -0.69 -0.55
O -2.875 2.477 -1.437 0.90 -0.02 -0.17
O -0.947 0.294 1.493 0.84 0.29 -0.43
O -2.936 0.318 0.399 -0.07 3.36 -2.71
O -1.027 -0.867 -0.684 -0.26 -0.35 -0.47
S 0.657 0.783 1.677 0.34 -0.11 -0.49
S -1.432 0.387 -0.125 0.19 -1.11 2.25
H 2.296 1.356 -1.838 -0.48 0.29 0.24
H -3.027 -0.463 0.839 -0.77 -3.77 2.23
```
Forces are in eV/Å.

Calculated values
LUMO, eV: -0.2
Net charge: 0
Orbital gap, eV: 8.92
Highest occupied orbital energy, Ha: -0.3335



4.
Entry from OMol25: C14H26AsF6I2NO2PReTe as an isolated structure (wB97M-V/def2-TZVPD).

Geometry as XYZ:
```
55
Properties=species:S:1:pos:R:3:forces:R:3
Re 0.300 -1.539 -2.238 1.19 5.06 -1.45
O 0.257 -3.377 -2.701 -0.48 -1.03 1.73
C -0.313 -4.193 -1.525 1.98 1.90 -2.52
C 0.404 -3.995 -0.232 -0.51 -0.68 4.03
C 1.851 -3.492 0.053 0.64 0.29 -1.18
C 2.783 -2.954 -0.992 1.14 1.47 -1.41
C 4.206 -3.324 -0.974 -4.53 0.39 -0.21
C 5.057 -2.587 -1.706 3.16 1.95 1.24
C 4.615 -1.300 -1.960 3.38 2.76 -1.33
C 3.330 -0.988 -2.024 -2.96 -1.08 -1.41
N 2.365 -1.897 -1.801 0.91 -2.57 3.47
H 0.609 0.389 3.670 1.62 1.25 0.86
H -0.160 -5.195 -1.809 -0.39 -1.10 -0.80
H -1.320 -3.857 -1.542 -1.08 -0.35 0.57
H 0.641 -4.945 0.281 -1.09 -0.56 -1.10
H -0.394 -3.706 0.530 1.35 0.90 -0.84
H 2.394 -4.368 0.310 0.40 -0.85 0.76
H 2.002 -2.807 0.900 -0.77 0.05 -0.16
H 4.496 -4.065 -0.298 0.46 -1.43 0.52
H 6.179 -2.728 -1.671 -1.51 -0.30 -0.31
H 5.258 -0.356 -2.169 -0.50 -2.30 0.09
H 2.911 -0.167 -2.532 0.09 1.48 -0.18
F -1.300 -0.401 -2.548 0.16 -1.48 0.27
As 1.302 6.397 0.851 0.20 0.81 -0.16
F 0.329 5.642 -0.459 1.27 1.32 2.05
F -0.176 7.095 1.520 1.63 -1.11 -0.95
F 2.449 5.106 0.570 -1.19 1.36 0.62
F 2.035 6.706 2.455 -0.96 -0.81 -2.14
F 2.032 7.754 0.071 -0.95 -1.60 0.58
I -1.545 6.628 -5.597 -0.78 -0.78 -0.63
I -3.241 4.920 -6.977 0.78 0.78 0.64
C -4.544 1.984 -0.694 -0.04 -1.30 4.42
C -3.117 1.512 -0.465 2.19 0.99 0.76
P -2.521 0.390 1.073 2.23 2.98 -1.79
C 1.079 1.083 4.479 -5.09 -1.57 -0.92
C 2.341 1.384 4.587 3.03 -2.73 -1.42
C -3.077 -1.102 0.348 -0.64 -0.39 -0.57
C -4.106 -1.627 1.301 -1.99 -1.02 0.95
H -5.333 1.257 -0.722 -0.29 -0.49 -0.85
H -4.486 2.699 -1.404 -0.42 1.78 -3.01
H -4.829 2.602 0.204 0.22 -0.57 -0.46
H -2.637 2.478 -0.417 0.40 0.86 1.56
H -2.458 1.376 -1.327 -0.84 -1.88 -0.57
H 0.095 1.320 5.069 2.66 0.35 -0.26
H -2.070 1.396 4.100 -0.27 0.55 0.09
H 3.090 0.714 3.768 -2.02 2.54 2.61
H 2.780 1.816 5.500 -0.09 0.19 -0.87
H -1.766 0.738 4.084 0.18 -0.54 0.04
H -2.216 -1.687 0.057 -0.39 -0.72 0.20
H -3.536 -0.695 -0.544 -0.27 -0.84 -0.47
H -4.909 -0.844 1.539 1.12 -0.82 -0.45
H -3.739 -1.950 2.323 -0.09 0.22 -1.27
H -4.659 -2.462 0.812 0.26 0.30 0.63
O 1.090 -0.585 -3.509 -1.50 -1.55 1.75
Te 0.176 -0.192 0.386 -1.02 -0.07 -0.75
```
Forces are in eV/Å.

Calculated values
LUMO (spin up / spin down), eV: -2.1 / -2.1
2S+1: 3
Net charge: 0
Orbital gap (spin up / spin down), eV: 5.45 / 5.70
Highest occupied orbital energy (spin up / spin down), Ha: -0.2790 / -0.2880



5.
Entry from OMol25: C31H29AsHgN5O8S as an isolated structure (wB97M-V/def2-TZVPD).

Geometry as XYZ:
```
76
Properties=species:S:1:pos:R:3:forces:R:3
Hg -0.656 0.868 -1.840 -0.13 0.39 -0.23
C -3.885 -2.291 0.724 -0.01 -0.07 -0.02
C -2.777 -2.093 -0.276 -0.12 0.08 -0.10
N -2.829 -1.181 -1.170 0.17 -0.02 0.12
N -4.003 -0.517 -1.341 -0.09 -0.02 -0.11
C -3.938 0.789 -1.238 -0.01 0.17 0.19
O -3.022 1.469 -0.685 0.04 -0.21 -0.18
C -5.101 1.527 -1.846 0.05 0.01 0.07
C -4.890 2.820 -2.319 -0.03 -0.05 0.00
C -5.928 3.520 -2.921 -0.01 -0.01 0.01
C -7.186 2.944 -3.041 0.01 0.00 0.00
C -7.400 1.656 -2.563 0.00 0.01 0.01
C -6.360 0.950 -1.976 -0.05 0.00 -0.01
C -1.594 -2.989 -0.292 0.01 0.02 0.05
C -1.102 -3.564 0.883 0.04 0.04 0.05
C -0.001 -4.398 0.826 0.01 0.01 0.05
C 0.598 -4.636 -0.400 -0.01 0.02 0.00
C 0.039 -4.025 -1.513 0.05 0.02 0.02
N -1.031 -3.244 -1.477 0.00 0.02 -0.03
H -4.304 -1.323 0.992 -0.01 0.01 0.01
H -3.550 -2.802 1.626 0.00 -0.02 -0.02
H -4.693 -2.882 0.280 -0.01 0.01 0.00
H -3.904 3.259 -2.222 -0.03 0.02 -0.03
H -5.750 4.520 -3.295 0.01 0.00 0.00
H -7.997 3.494 -3.504 0.00 0.01 0.00
H -8.382 1.204 -2.649 0.00 -0.01 -0.01
H -6.507 -0.060 -1.614 0.02 0.00 -0.01
H -1.556 -3.334 1.837 -0.01 0.00 -0.01
H 0.389 -4.847 1.733 0.03 0.03 -0.01
H 1.469 -5.271 -0.495 0.01 0.01 -0.01
H 0.480 -4.177 -2.494 0.00 -0.01 -0.02
O -2.483 4.166 -0.304 0.21 0.00 0.04
As -0.769 4.019 -0.796 -0.36 0.49 -0.17
O -0.140 5.528 -0.788 -0.01 -0.20 -0.04
O -0.899 3.175 -2.248 0.12 -0.42 0.42
C -0.101 3.098 0.834 0.35 0.10 0.05
C -0.987 3.115 1.914 0.01 -0.10 -0.05
C -0.579 2.767 3.194 -0.02 -0.01 0.02
C 0.745 2.432 3.433 0.00 0.03 0.04
C 1.640 2.407 2.376 -0.03 0.21 -0.04
C 1.227 2.719 1.084 -0.12 -0.07 0.02
S 2.468 2.500 -0.203 -0.23 0.14 -0.14
O 3.265 3.707 -0.227 0.06 0.03 0.04
O 3.216 1.321 0.239 0.03 0.44 -0.02
O 1.657 2.266 -1.394 0.30 -0.02 0.07
H -2.854 3.268 -0.423 -0.07 -0.11 -0.06
H -2.009 3.415 1.734 -0.01 0.01 0.02
H -1.297 2.774 4.006 0.00 0.01 -0.01
H 1.071 2.170 4.435 0.02 0.04 0.00
H 2.674 2.123 2.524 -0.02 -0.01 0.00
C 4.453 -2.430 2.081 -0.09 -0.05 0.03
N 3.771 -1.190 1.716 0.17 0.19 -0.09
N 3.164 -1.253 0.452 -0.18 -0.66 0.04
C 1.832 -0.828 0.534 0.04 -0.31 0.30
O 1.044 -0.801 -0.386 -0.09 0.01 -0.16
C 1.619 -0.546 1.948 -0.09 -0.16 -0.03
C 2.762 -0.788 2.595 0.00 -0.06 0.01
C 3.059 -0.685 4.051 -0.01 0.02 -0.04
C 3.965 -1.223 -0.697 0.03 0.05 0.04
C 5.339 -1.024 -0.595 0.08 0.03 -0.01
C 6.136 -1.073 -1.729 -0.03 -0.02 0.01
C 5.575 -1.287 -2.978 -0.03 0.01 0.01
C 4.196 -1.428 -3.078 0.03 -0.01 -0.01
C 3.388 -1.407 -1.954 -0.05 -0.06 -0.03
H 5.039 -2.778 1.235 0.03 0.04 0.01
H 3.744 -3.218 2.366 -0.02 -0.01 -0.05
H 5.127 -2.231 2.914 -0.01 -0.01 0.02
H 0.698 -0.150 2.343 0.03 -0.02 -0.02
H 2.223 -0.197 4.549 0.00 -0.01 0.01
H 3.960 -0.093 4.219 0.01 0.01 -0.01
H 3.206 -1.668 4.505 0.00 0.00 0.01
H 5.775 -0.774 0.362 -0.03 -0.02 0.01
H 7.204 -0.920 -1.630 0.00 0.03 -0.01
H 6.197 -1.318 -3.863 0.00 0.02 -0.01
H 3.731 -1.550 -4.048 0.00 -0.01 -0.01
H 2.316 -1.493 -2.038 0.03 -0.02 0.01
```
Forces are in eV/Å.

Calculated values
LUMO (spin up / spin down), eV: 3.9 / 3.9
2S+1: 2
Net charge: -2
Orbital gap (spin up / spin down), eV: 5.44 / 6.49
Highest occupied orbital energy (spin up / spin down), Ha: -0.0561 / -0.0945



6.
Entry from OMol25: one molecule with the formula C2H4N2S2 (wB97M-V/def2-TZVPD).

Geometry as XYZ:
```
10
Properties=species:S:1:pos:R:3:forces:R:3
C 0.382 2.560 2.783 1.24 0.98 -0.28
C -0.552 -1.166 -1.047 -0.85 0.76 2.52
N -0.053 1.552 3.137 1.02 2.81 -1.03
N -0.890 0.718 3.353 -2.57 -3.60 1.30
S 0.086 -0.907 0.858 1.18 0.07 0.12
S -0.436 -0.865 3.042 -0.51 -0.50 -1.97
H 1.000 3.420 2.803 0.22 0.11 0.07
H -1.455 -0.513 -1.169 1.28 -0.23 -0.35
H -0.922 -2.212 -1.137 1.11 0.69 -0.36
H 0.479 -0.766 -1.390 -2.12 -1.08 -0.02
```
Forces are in eV/Å.

Calculated values
LUMO, eV: -0.7
Net charge: 0
Orbital gap, eV: 7.66
Highest occupied orbital energy, Ha: -0.3089



7.
Entry from OMol25: one molecule with the formula C4H9NS (wB97M-V/def2-TZVPD).

Geometry as XYZ:
```
15
Properties=species:S:1:pos:R:3:forces:R:3
C -2.691 -1.079 0.064 -1.61 -0.30 1.40
S -1.676 0.422 0.223 -0.16 -0.15 -0.12
C -0.079 -0.286 -0.228 0.14 -0.54 -2.32
C 1.029 0.714 -0.387 -0.60 0.73 1.87
C 1.957 0.983 0.764 0.01 0.05 -0.77
N 2.384 0.272 -0.448 -0.11 -1.34 0.65
H -2.949 -1.379 -0.968 0.39 0.30 0.42
H -2.218 -1.947 0.611 -0.49 0.96 -0.60
H -3.708 -0.836 0.608 2.02 -0.49 -1.03
H 0.161 -1.054 0.488 0.31 -0.34 0.08
H -0.143 -0.708 -1.278 -0.35 -0.14 1.22
H 0.747 1.603 -0.933 -0.03 0.10 -0.26
H 2.261 1.991 0.814 0.41 1.10 0.21
H 1.973 0.500 1.740 -0.23 -0.44 -0.51
H 2.955 0.802 -1.071 0.31 0.51 -0.24
```
Forces are in eV/Å.

Calculated values
SMILES: CSC[C@H]1CN1
LUMO, eV: 1.1
Net charge: 0
Orbital gap, eV: 9.65
Highest occupied orbital energy, Ha: -0.3156



8.
Entry from OMol25: C4H12N2 as an isolated structure (wB97M-V/def2-TZVPD).

Geometry as XYZ:
```
18
Properties=species:S:1:pos:R:3:forces:R:3
C 0.595 0.436 0.543 -4.16 0.68 -0.13
C 0.283 -0.856 0.020 5.88 -1.07 -0.44
C -2.393 0.435 -0.289 0.36 0.29 0.06
C 2.183 -1.172 -0.170 -1.77 -0.89 -0.58
N -1.413 0.290 0.759 -0.11 0.78 0.99
N 0.816 1.507 -0.259 0.38 -0.20 0.09
H -1.823 -0.120 1.596 0.32 0.08 -0.10
H 0.976 0.507 1.553 -0.20 0.05 -0.03
H 0.853 2.408 0.189 -0.02 -0.10 0.00
H 0.337 1.513 -1.148 0.05 -0.05 0.09
H 0.066 -1.648 0.718 -0.30 0.21 -0.09
H -0.029 -0.958 -1.011 -0.40 0.14 0.19
H -1.966 1.034 -1.108 -0.08 -0.03 -0.03
H -2.738 -0.514 -0.739 0.08 0.03 -0.01
H -3.294 0.976 0.040 0.07 -0.01 -0.10
H 2.748 -1.163 0.762 -0.31 0.12 0.11
H 2.627 -0.485 -0.890 -0.14 -0.01 0.03
H 2.173 -2.187 -0.567 0.35 -0.01 -0.06
```
Forces are in eV/Å.

Calculated values
LUMO, eV: 1.0
Net charge: 0
Orbital gap, eV: 7.51
Highest occupied orbital energy, Ha: -0.2390



In hartree, the E values for the records above are, in order, -1146.3798, -415.7620, -1212.6854, -4872.0281, -4861.8064, -984.2953, -610.6894, -268.9448.
In eV/A, the maximum force values for the records above are, in order, 8.25, 5.30, 4.44, 5.40, 0.69, 4.61, 2.39, 6.00.
In eV, the relative energy (zero: lowest compared OMol25 entry of this formula, charge and spin) values for the records above are, in order, 7.081, 7.582, 0.000, 3.111, 1.526, 5.975, 1.748, 4.667.